(1)
2 unconnected molecules or ions with the total composition C8H9N3OS2 in a non-equilibrium geometry, computed with the ωB97M-V functional and the def2-TZVPD basis.

The total charge is 0. The calculation puts the total energy at -36628.3845 eV. The largest force on an atom comes out at 5.27 eV/A. For the HOMO energy, the calculation gives -8.5 eV. Its SMILES is [H]/N=C1\C[C@H](C#N)CC(S)=C1S.N=C=O.

Each line ends with the Mulliken charge.
Positions of all 23 atoms, in Å:
H (-0.331, -1.817, 2.791)  0.268
N (-0.539, -0.860, 2.665)  -0.734
C (-0.387, -0.686, 1.369)  0.396
C (-0.120, -1.777, 0.373)  -0.749
C (-0.796, -1.528, -0.891)  0.455
C (-0.783, -2.536, -1.946)  -0.150
N (-0.595, -3.459, -2.607)  -0.464
C (-0.528, -0.118, -1.582)  -1.037
C (-0.494, 1.028, -0.480)  -0.096
S (-0.670, 2.657, -1.006)  -0.183
C (-0.526, 0.692, 0.827)  0.221
S (-0.824, 1.862, 2.138)  -0.132
H (1.024, -1.907, 0.236)  0.240
H (-0.336, -2.796, 0.809)  0.488
H (-1.938, -1.434, -0.679)  0.177
H (0.350, 0.097, -2.249)  0.447
H (-1.351, 0.174, -2.238)  0.487
H (0.423, 2.614, -1.754)  0.129
H (-1.041, 2.906, 1.368)  0.140
N (2.080, 2.372, 0.960)  -0.412
C (2.347, 1.316, 0.455)  0.666
O (2.371, 0.361, -0.190)  -0.404
H (2.665, 2.839, 1.631)  0.248

---

(2)
2 unconnected molecules or ions with the total composition C35H38N in a non-equilibrium geometry, computed with the ωB97M-V functional and the def2-TZVPD basis.

The total charge is +1. The calculation puts the total energy at -38394.8163 eV. The largest force on an atom comes out at 1.86 eV/A. For the HOMO energy, the calculation gives -9.7 eV.

Each line ends with the Mulliken charge.
Positions of all 74 atoms, in Å:
C (-2.411, -4.788, 4.130)  -1.425
C (-1.369, -3.749, 3.861)  1.135
C (-0.030, -4.117, 3.681)  -0.817
C (0.946, -3.151, 3.466)  0.237
C (0.615, -1.766, 3.410)  0.271
C (1.605, -0.779, 3.070)  0.166
C (1.228, 0.445, 2.516)  -0.874
C (2.103, 1.452, 2.123)  0.000
C (1.659, 2.758, 1.741)  0.515
C (2.568, 3.673, 1.142)  -0.606
C (2.174, 4.960, 0.822)  -0.659
C (0.860, 5.387, 1.069)  1.084
C (0.452, 6.788, 0.749)  -1.356
C (-0.071, 4.471, 1.578)  -0.831
C (0.308, 3.183, 1.911)  -0.693
C (-0.756, -1.412, 3.615)  -0.850
C (-1.721, -2.395, 3.789)  -1.026
H (-3.390, -4.314, 4.215)  0.355
H (-2.466, -5.541, 3.337)  0.350
H (-2.199, -5.320, 5.065)  0.331
H (0.245, -5.174, 3.687)  0.433
H (1.987, -3.444, 3.287)  0.276
H (2.648, -1.093, 3.029)  0.492
H (0.158, 0.608, 2.351)  0.656
H (3.174, 1.234, 2.054)  0.547
H (3.587, 3.328, 0.963)  0.408
H (2.890, 5.653, 0.379)  0.413
H (-0.607, 6.924, 0.989)  0.352
H (1.039, 7.484, 1.359)  0.336
H (0.617, 7.055, -0.304)  0.342
H (-1.107, 4.797, 1.715)  0.295
H (-0.435, 2.503, 2.340)  0.361
H (-1.053, -0.359, 3.605)  0.579
H (-2.775, -2.122, 3.859)  0.317
C (6.661, -2.853, -0.372)  -0.509
C (7.809, -2.374, 0.244)  -0.747
C (7.850, -2.159, 1.638)  0.947
C (9.003, -1.630, 2.270)  -0.856
C (9.029, -1.435, 3.641)  -1.058
C (7.934, -1.833, 4.435)  -0.441
C (6.780, -2.340, 3.862)  0.498
C (5.605, -2.756, 4.726)  -1.837
C (4.559, -1.646, 4.728)  1.824
C (3.390, -1.882, 5.668)  -0.365
C (3.310, -0.725, 6.683)  -0.144
C (4.650, -0.732, 7.465)  -1.121
C (5.767, -0.415, 6.497)  -0.346
N (5.209, -0.396, 5.075)  -0.186
C (4.320, 0.770, 4.939)  -0.010
C (3.182, 0.629, 5.926)  -0.837
C (6.690, -2.484, 2.432)  0.572
C (5.513, -2.897, 1.770)  -0.080
C (5.500, -3.090, 0.390)  -0.957
H (6.648, -3.042, -1.445)  0.375
H (8.709, -2.162, -0.335)  0.373
H (9.863, -1.381, 1.644)  0.376
H (9.901, -0.990, 4.119)  0.374
H (8.013, -1.731, 5.521)  0.326
H (5.124, -3.659, 4.318)  0.556
H (5.913, -2.952, 5.768)  0.689
H (4.191, -1.511, 3.699)  -0.874
H (2.480, -1.912, 5.069)  -0.510
H (3.514, -2.848, 6.170)  0.621
H (2.465, -0.872, 7.359)  0.544
H (4.650, 0.008, 8.269)  0.414
H (4.828, -1.716, 7.908)  0.477
H (6.157, 0.599, 6.681)  0.449
H (6.585, -1.141, 6.577)  -0.050
H (4.920, 1.662, 5.170)  0.461
H (3.926, 0.840, 3.920)  -0.540
H (2.217, 0.669, 5.407)  0.444
H (3.229, 1.462, 6.637)  0.438
H (4.601, -3.084, 2.349)  0.172
H (4.584, -3.431, -0.087)  0.423

---

(3)
A molecular structure, C39H50CrN7O4PS2Sb in a non-equilibrium geometry, computed with the ωB97M-V functional and the def2-TZVPD basis.

The total charge is 0. The calculation puts the total energy at -125795.3468 eV. The largest force on an atom comes out at 1.19 eV/A. For the HOMO energy (spin up / spin down), the calculation gives -7.5 / -7.4 eV. As for the spin multiplicity: 2.

Each line ends with the Mulliken charge.
Positions of all 105 atoms, in Å:
Cr (-0.274, -0.679, 0.515)  -1.236
O (-0.071, 0.291, 4.508)  -0.779
C (-0.040, 0.204, 3.287)  0.391
N (-0.312, -0.839, 2.492)  0.625
C (-0.304, -2.183, 2.923)  0.749
C (0.088, -2.678, 4.157)  -0.904
C (0.139, -4.058, 4.330)  -0.682
C (-0.205, -4.928, 3.304)  -0.868
C (-0.633, -4.433, 2.076)  -0.297
C (-0.671, -3.066, 1.900)  -0.919
N (-1.102, -2.366, 0.740)  0.869
C (-2.378, -2.588, 0.299)  0.013
O (-3.042, -3.598, 0.354)  -0.707
C (-3.007, -1.288, -0.179)  -0.030
C (-4.301, -1.232, -0.655)  -0.733
C (-4.843, 0.011, -0.944)  -0.840
C (-4.070, 1.148, -0.753)  -1.200
C (-2.775, 1.000, -0.286)  -0.137
N (-2.258, -0.195, 0.002)  1.311
C (0.470, 1.369, 2.466)  0.064
C (1.110, 2.419, 3.097)  -0.695
C (1.812, 3.335, 2.330)  -1.033
C (1.821, 3.178, 0.955)  -1.338
C (1.119, 2.123, 0.398)  -0.431
N (0.463, 1.219, 1.128)  1.686
H (0.345, -1.999, 4.956)  0.507
H (0.456, -4.457, 5.285)  0.413
H (-0.137, -5.997, 3.453)  0.420
H (-0.905, -5.092, 1.263)  0.510
H (-4.846, -2.158, -0.770)  0.639
H (-5.858, 0.094, -1.309)  0.453
H (-4.453, 2.137, -0.961)  0.543
H (-2.120, 1.851, -0.143)  0.398
H (1.078, 2.449, 4.177)  0.567
H (2.348, 4.151, 2.797)  0.490
H (2.347, 3.864, 0.306)  0.529
H (1.090, 1.990, -0.672)  0.336
C (-1.004, -2.022, -4.332)  -1.913
C (-0.953, -1.937, -2.807)  -0.087
P (-0.053, -0.520, -2.067)  2.199
C (-0.868, 0.852, -3.002)  -0.837
C (-0.470, 2.296, -2.707)  -1.230
C (1.601, -0.614, -2.855)  0.326
C (2.688, 0.282, -2.262)  -1.270
H (-1.329, -3.022, -4.621)  0.405
H (-0.029, -1.855, -4.792)  0.356
H (-1.707, -1.310, -4.766)  0.434
H (-0.499, -2.835, -2.387)  -0.095
H (-1.972, -1.900, -2.412)  0.273
H (-1.944, 0.735, -2.839)  0.504
H (-0.687, 0.629, -4.055)  0.741
H (-0.615, 2.565, -1.660)  0.165
H (-1.082, 2.980, -3.296)  0.386
H (0.571, 2.490, -2.967)  0.359
H (1.477, -0.410, -3.922)  0.816
H (1.904, -1.655, -2.745)  -0.714
H (2.513, 1.340, -2.466)  0.292
H (3.654, 0.024, -2.696)  0.449
H (2.767, 0.143, -1.184)  0.109
N (5.887, -3.888, -5.470)  -0.539
C (4.903, -4.028, -4.505)  1.047
C (3.569, -3.736, -4.807)  -0.854
C (2.583, -3.924, -3.859)  -0.262
C (2.909, -4.394, -2.591)  -0.377
C (4.228, -4.698, -2.288)  -0.531
C (5.218, -4.518, -3.239)  -0.768
S (1.650, -4.568, -1.369)  1.201
O (2.204, -5.397, -0.325)  -0.707
O (0.460, -4.996, -2.059)  -0.820
N (1.358, -3.083, -0.860)  -0.150
C (2.035, -2.560, 0.137)  -0.358
S (3.445, -3.249, 0.918)  -0.176
C (3.602, -1.829, 1.888)  -0.526
C (2.609, -0.970, 1.622)  -1.231
N (1.706, -1.363, 0.650)  1.667
H (5.684, -3.296, -6.256)  0.206
H (6.841, -3.861, -5.157)  0.207
H (3.312, -3.375, -5.795)  0.301
H (1.546, -3.734, -4.104)  0.544
H (4.469, -5.089, -1.309)  0.552
H (6.245, -4.767, -3.002)  0.301
H (4.388, -1.722, 2.614)  0.494
H (2.487, -0.015, 2.106)  0.317
C (-4.264, 6.066, 2.186)  -1.073
C (-3.718, 5.232, 1.032)  -0.725
Sb (-1.857, 4.190, 1.400)  0.463
C (-2.726, 2.731, 2.756)  0.190
C (-2.572, 3.023, 4.245)  -1.263
C (-1.032, 5.530, 2.865)  -0.781
C (-0.181, 6.618, 2.213)  -1.354
H (-5.261, 6.450, 1.958)  0.382
H (-3.627, 6.926, 2.393)  0.248
H (-4.342, 5.482, 3.105)  0.244
H (-3.582, 5.844, 0.140)  0.462
H (-4.424, 4.441, 0.766)  0.326
H (-2.269, 1.767, 2.523)  -0.565
H (-3.779, 2.657, 2.475)  0.699
H (-1.525, 2.989, 4.549)  0.159
H (-3.096, 2.274, 4.842)  0.433
H (-2.968, 4.002, 4.516)  0.305
H (-0.434, 4.916, 3.541)  0.390
H (-1.842, 5.963, 3.448)  0.578
H (0.628, 6.191, 1.617)  0.259
H (-0.775, 7.244, 1.544)  0.326
H (0.268, 7.276, 2.959)  0.404

---

(4)
A molecular structure, C44H39Cl3F6FeN8O10S6Se in a non-equilibrium geometry, computed with the ωB97M-V functional and the def2-TZVPD basis.

The total charge is -1. The calculation puts the total energy at -297261.1875 eV. The largest force on an atom comes out at 2.94 eV/A. For the HOMO energy (spin up / spin down), the calculation gives -2.7 / -5.7 eV. As for the spin multiplicity: 6.

Each line ends with the Mulliken charge.
Positions of all 118 atoms, in Å:
Fe (0.110, -0.043, 0.053)  0.581
N (-1.402, 0.729, -0.560)  0.421
S (-2.141, 1.968, -0.189)  1.920
N (-3.789, 1.327, -0.229)  -0.658
S (-4.193, 0.415, 0.919)  0.810
N (-3.048, -0.424, 1.719)  0.330
S (-2.323, -1.709, 1.195)  1.943
N (-1.007, -1.540, 0.353)  0.513
C (-3.440, -2.681, 0.172)  0.964
C (-3.476, -2.341, -1.180)  0.651
C (-4.117, -3.176, -2.067)  -0.793
C (-4.696, -4.359, -1.617)  -1.069
C (-4.648, -4.691, -0.272)  -1.036
C (-4.020, -3.856, 0.633)  -1.192
C (-1.958, -2.586, 2.694)  0.424
C (-2.901, -2.575, 3.723)  0.023
C (-2.622, -3.208, 4.915)  -1.114
C (-1.408, -3.862, 5.087)  -0.616
C (-0.478, -3.884, 4.053)  -1.051
C (-0.740, -3.246, 2.855)  -1.217
C (-5.029, 1.297, 2.211)  0.732
C (-5.092, 0.843, 3.531)  -0.169
C (-5.889, 1.510, 4.437)  -0.790
C (-6.627, 2.621, 4.046)  -0.802
C (-6.555, 3.076, 2.730)  -0.747
C (-5.771, 2.414, 1.814)  -1.233
C (-5.455, -0.689, 0.397)  1.072
C (-5.900, -0.708, -0.933)  -0.765
C (-6.903, -1.577, -1.297)  -0.585
C (-7.482, -2.431, -0.364)  -0.850
C (-7.061, -2.381, 0.967)  -0.832
C (-6.070, -1.514, 1.350)  -0.552
C (-2.331, 3.015, -1.648)  -0.047
C (-3.567, 3.122, -2.272)  -0.406
C (-3.674, 3.805, -3.472)  -0.837
C (-2.550, 4.377, -4.050)  -0.795
C (-1.317, 4.256, -3.430)  -0.715
C (-1.203, 3.564, -2.233)  -0.533
C (-2.597, 2.925, 1.328)  2.132
C (-3.150, 4.165, 1.082)  -1.181
C (-3.583, 4.943, 2.143)  -0.682
C (-3.463, 4.480, 3.443)  -1.045
C (-2.904, 3.237, 3.678)  -0.755
C (-2.479, 2.444, 2.619)  -0.156
H (-3.008, -1.424, -1.499)  -0.167
H (-4.150, -2.915, -3.113)  0.573
H (-5.171, -5.024, -2.321)  0.428
H (-5.083, -5.616, 0.078)  0.455
H (-3.967, -4.118, 1.678)  0.485
H (-3.834, -2.061, 3.563)  0.437
H (-3.352, -3.198, 5.711)  0.455
H (-1.192, -4.362, 6.019)  0.413
H (0.458, -4.407, 4.172)  0.539
H (-0.010, -3.270, 2.060)  0.441
H (-4.475, 0.011, 3.831)  0.433
H (-5.941, 1.170, 5.460)  0.443
H (-7.250, 3.133, 4.763)  0.401
H (-7.120, 3.946, 2.430)  0.470
H (-5.690, 2.732, 0.786)  0.450
H (-5.429, -0.045, -1.640)  0.291
H (-7.238, -1.604, -2.323)  0.434
H (-8.255, -3.124, -0.658)  0.373
H (-7.518, -3.029, 1.699)  0.408
H (-5.743, -1.461, 2.375)  0.342
H (-4.426, 2.662, -1.813)  0.317
H (-4.637, 3.887, -3.957)  0.458
H (-2.643, 4.912, -4.986)  0.398
H (-0.425, 4.679, -3.867)  0.596
H (-0.242, 3.450, -1.765)  0.725
H (-3.229, 4.518, 0.066)  0.518
H (-4.010, 5.915, 1.949)  0.481
H (-3.796, 5.086, 4.273)  0.402
H (-2.800, 2.872, 4.689)  0.487
H (-2.025, 1.484, 2.800)  0.351
O (3.587, -2.359, 0.565)  -0.928
Se (2.197, -1.906, -0.080)  1.563
O (2.950, -0.425, -1.120)  -0.480
O (1.470, -0.979, 1.042)  -0.820
O (1.549, -4.380, 0.614)  -0.661
Cl (3.164, 3.335, -0.558)  -0.113
C (3.642, 1.675, -0.272)  1.214
Cl (3.747, 1.386, 1.459)  -0.178
Cl (5.170, 1.337, -1.013)  -0.178
C (2.534, 0.733, -0.721)  -1.530
N (1.361, 1.129, -0.555)  0.409
F (-2.103, 0.146, -3.207)  -0.049
C (-1.146, -0.457, -3.915)  0.143
F (-1.230, 0.034, -5.158)  -0.244
F (-1.493, -1.753, -4.002)  -0.248
S (0.567, -0.248, -3.132)  0.832
O (0.381, -0.980, -1.909)  -0.220
O (1.462, -0.823, -4.083)  -0.646
N (0.581, 1.303, -3.096)  0.209
S (1.914, 2.063, -3.432)  1.042
O (1.713, 3.473, -3.368)  -0.687
O (3.123, 1.541, -2.887)  -0.502
C (2.144, 1.743, -5.296)  0.368
F (0.999, 1.368, -5.879)  -0.214
F (2.521, 2.873, -5.921)  -0.260
F (3.069, 0.832, -5.581)  -0.224
C (0.292, -5.463, -2.475)  -0.913
N (0.675, -5.592, -1.076)  -0.276
C (1.708, -4.880, -0.507)  0.535
S (-0.671, -2.967, -0.438)  -0.598
N (2.902, -4.797, -1.110)  0.091
C (3.384, -5.481, -2.282)  -1.013
H (-0.756, -5.170, -2.534)  0.190
H (0.423, -6.415, -3.001)  0.359
H (0.875, -4.689, -2.971)  0.330
H (-0.124, -5.515, -0.459)  0.415
H (3.537, -4.178, -0.614)  0.288
H (3.395, -4.831, -3.159)  0.298
H (2.759, -6.347, -2.482)  0.353
H (4.402, -5.821, -2.094)  0.341
O (-0.422, 3.032, 0.374)  -0.501
C (0.230, 2.350, 1.209)  -0.412
O (-0.126, 1.271, 1.713)  -0.687
H (1.161, 2.820, 1.574)  0.475

---

- Which of these has the lowest largest force on an atom?
  C39H50CrN7O4PS2Sb